Computed, not measured: a molecular structure, C29H50F6N6NbO4S, with ωB97M-V with the def2-TZVPD basis set.

Last column: Mulliken charge in e.
Positions of all 97 atoms, in Å:
C -5.47 0.24 0.06  -0.763
C -5.91 1.10 -1.29  -0.345
Nb -4.21 2.40 -2.12  -0.043
C -3.24 0.46 -2.90  -0.658
F -2.72 3.55 -3.14  -0.571
C -3.01 2.25 -0.20  -0.577
C -1.55 2.99 -0.21  -0.138
C -0.31 1.87 -0.33  -0.572
S 1.13 2.48 -1.38  1.171
O 0.72 3.41 -2.56  -0.563
O 1.80 1.17 -1.96  -0.646
O 2.36 3.27 -0.45  -0.512
O -5.32 2.46 -3.96  -0.535
C -4.33 2.82 -5.02  0.479
N -3.41 2.70 -5.95  -0.526
C -5.31 4.29 -1.50  0.628
F -4.77 5.50 -2.20  -0.287
F -6.73 4.14 -2.02  -0.289
C -5.45 4.54 0.11  0.555
F -6.00 3.41 0.88  -0.200
F -4.16 5.08 0.66  -0.239
F -6.44 5.67 0.28  -0.304
H -4.46 -0.34 -0.12  0.120
H -6.31 -0.56 0.24  0.398
H -5.40 0.90 1.03  0.162
H -6.16 0.27 -2.11  0.365
H -6.91 1.69 -1.08  0.322
H -2.83 0.66 -3.99  0.265
H -2.36 0.07 -2.24  0.147
H -4.10 -0.35 -3.01  0.251
H -3.58 2.59 0.78  0.314
H -2.79 1.09 -0.03  0.172
H -1.41 3.46 0.88  0.308
H -1.44 3.88 -0.95  0.322
H 0.13 1.71 0.76  0.171
H -0.69 0.81 -0.68  0.271
H 1.89 3.71 0.33  0.354
C 3.78 -1.37 1.56  -0.650
C 4.40 -0.10 1.00  -0.399
C 4.51 1.02 2.04  -0.417
C 3.13 1.38 2.54  0.324
N 1.98 1.69 2.97  -0.595
H 2.75 -1.20 1.89  -0.129
H 3.74 -2.15 0.79  0.345
H 4.36 -1.75 2.40  0.362
H 3.80 0.24 0.14  0.226
H 5.40 -0.33 0.61  0.343
H 4.98 1.90 1.59  0.318
H 5.13 0.70 2.88  0.338
C -0.31 -2.99 3.57  -1.123
C 0.29 -1.63 3.89  0.135
C -0.70 -0.68 4.58  -0.457
C -1.89 -0.44 3.67  0.270
N -2.88 -0.24 2.91  -0.547
H -1.14 -2.90 2.87  0.352
H 0.44 -3.64 3.11  0.181
H -0.67 -3.48 4.48  0.320
H 0.66 -1.17 2.96  -0.210
H 1.16 -1.77 4.55  0.382
H -0.21 0.27 4.80  0.312
H -1.05 -1.11 5.52  0.355
C 2.46 -7.23 0.87  -1.241
C 3.08 -7.64 2.21  -0.202
C 2.81 -6.63 3.32  -0.294
C 3.41 -5.28 2.95  0.165
N 3.91 -4.17 2.64  -0.503
H 2.89 -6.29 0.50  0.295
H 2.65 -8.00 0.11  0.369
H 1.38 -7.10 0.96  0.342
H 4.16 -7.77 2.07  0.028
H 2.67 -8.62 2.50  0.380
H 3.26 -6.98 4.26  0.350
H 1.74 -6.51 3.48  0.314
C 6.50 -5.58 0.62  -0.702
C 7.91 -5.73 1.18  -0.490
C 8.23 -7.17 1.61  -0.450
C 7.26 -7.60 2.71  0.341
N 6.46 -7.95 3.61  -0.516
H 5.74 -5.81 1.37  -0.076
H 6.33 -4.55 0.30  0.319
H 6.34 -6.23 -0.24  0.340
H 8.03 -5.05 2.03  0.297
H 8.63 -5.42 0.41  0.327
H 9.25 -7.23 1.99  0.306
H 8.14 -7.85 0.76  0.294
C -3.30 6.45 -5.23  -0.872
C -3.96 7.64 -4.55  -0.111
C -4.65 8.59 -5.53  -0.430
C -3.63 9.14 -6.52  0.232
N -2.79 9.59 -7.33  -0.504
H -2.51 6.76 -5.92  0.433
H -2.85 5.79 -4.49  -0.008
H -4.04 5.87 -5.80  0.282
H -3.19 8.19 -3.98  0.258
H -4.69 7.28 -3.82  0.052
H -5.11 9.42 -4.99  0.336
H -5.43 8.06 -6.08  0.300

Values from the calculation:
energy: -76692.4663 eV
strongest force on any atom: 11.50 eV Å⁻¹
gap between HOMO and LUMO: 7.41 eV
lowest unoccupied orbital energy: 1.24 eV
charge: -1